Entry 1:
A structure of composition C25H38ClFeO5PS2Sb2 in a non-equilibrium geometry, computed with ωB97M-V with the def2-TZVPD basis set.

As for the gap between HOMO and LUMO (spin up / spin down): 5.8 / 5.5 eV. The value obtained for the lowest unoccupied orbital energy (spin up / spin down) is 0.096 / 0.074 Eh. The expectation value of S² is 8.834. The spin multiplicity is 6. The largest force on an atom is 1.7 eV/Å. Its charge is -1. Its energy is -127726.033 eV.

Positions of all 75 atoms, in Å:
Fe: -0.2096 1.1647 0.3981
C: -1.9709 3.7871 5.4355
C: -0.5848 3.6567 4.8376
O: -0.6155 4.0232 3.4532
P: -0.3018 2.9141 2.3008
S: 1.6340 2.7890 2.0526
S: -1.4031 1.3086 2.6261
O: -0.9536 3.6969 1.0610
C: -0.6374 5.0878 0.8417
C: -0.8378 5.4090 -0.6169
H: -1.9352 3.6280 6.5193
H: -2.6405 3.0510 4.9880
H: -2.3718 4.7855 5.2412
H: -0.2191 2.6358 4.9464
H: 0.1213 4.3232 5.3315
H: 0.3877 5.2819 1.1501
H: -1.3029 5.6772 1.4702
H: -0.1238 4.8673 -1.2350
H: -0.7017 6.4850 -0.7692
H: -1.8443 5.1296 -0.9390
C: 0.7231 2.1005 -3.9795
Sb: 0.6765 1.7985 -1.8514
C: 2.7500 2.3774 -1.5886
C: 1.6818 -1.5522 -2.2228
C: 3.0214 -1.5529 -1.8034
C: 4.0457 -1.1118 -2.6852
C: 5.3632 -1.0398 -2.2938
C: 5.7223 -1.4213 -0.9959
C: 4.7416 -1.8759 -0.1186
C: 3.4007 -1.9611 -0.4873
C: 2.3624 -2.3893 0.4982
Sb: 1.3331 -0.6844 1.4278
C: 0.1254 -2.0102 2.5999
C: 2.7815 -0.4772 2.9855
H: 1.5997 1.5793 -4.3804
H: 0.7921 3.1686 -4.2084
H: -0.1850 1.6908 -4.4348
H: 3.2888 2.3173 -2.5422
H: 3.2100 1.6952 -0.8729
H: 2.8191 3.3923 -1.1915
H: 1.4400 -1.2576 -3.2371
H: 0.8555 -1.8485 -1.5911
H: 3.7573 -0.8168 -3.6904
H: 6.1186 -0.6803 -2.9837
H: 6.7562 -1.3660 -0.6742
H: 5.0215 -2.1789 0.8869
H: 2.8014 -2.9252 1.3434
H: 1.5729 -2.9980 0.0489
H: 0.7665 -2.7502 3.0825
H: -0.5918 -2.4980 1.9371
H: -0.4124 -1.4347 3.3500
H: 3.0568 -1.4738 3.3383
H: 2.3345 0.1020 3.7910
H: 3.6664 0.0517 2.6237
C: -3.6980 -5.1224 -0.0555
C: -3.5979 -4.3213 -1.3253
C: -3.6029 -4.9203 -2.5732
C: -3.5192 -4.1528 -3.7287
Cl: -3.5424 -4.9450 -5.2920
C: -3.4103 -2.7824 -3.6549
C: -3.3979 -2.1636 -2.4073
C: -3.5073 -2.9276 -1.2536
O: -3.5347 -2.4044 -0.0092
C: -3.5947 -0.9874 0.0720
C: -2.2676 -0.3128 -0.1942
O: -2.3172 0.9070 -0.4915
O: -1.2112 -0.9734 -0.0353
H: -3.6625 -6.1910 -0.2699
H: -4.6295 -4.9009 0.4707
H: -2.8861 -4.8683 0.6284
H: -3.6699 -5.9999 -2.6504
H: -3.3322 -2.1913 -4.5587
H: -3.2826 -1.0876 -2.3501
H: -3.8700 -0.7544 1.0963
H: -4.3519 -0.5713 -0.5909

Entry 2:
A structure of composition C25H38F2N3NaSi2Te, computed with ωB97M-V with the def2-TZVPD basis set.

As for the gap between HOMO and LUMO: 7.0 eV. The value obtained for the lowest unoccupied orbital energy is 0.001 Eh. The largest force on an atom is 0.5 eV/Å. Its energy is -63913.140 eV.

Positions of all 72 atoms, in Å:
Na: 0.2998 0.6404 0.9069
F: 0.1464 6.1896 -0.4858
C: -0.2154 5.2113 0.3795
C: -0.3988 3.9260 -0.0845
C: -0.7572 2.8741 0.7663
C: -0.9233 3.2143 2.1231
C: -0.7467 4.5267 2.5501
F: -0.9036 4.8376 3.8664
C: -0.3861 5.5551 1.7064
C: -1.2634 2.1822 3.1472
C: -2.3389 2.3545 4.0213
C: -2.5998 1.3977 4.9811
C: -1.7707 0.2867 5.0681
C: -0.7390 0.1803 4.1592
N: -0.4900 1.0868 3.2056
H: -0.2773 3.7581 -1.1535
H: -0.2403 6.5637 2.0663
H: -2.9524 3.2402 3.9349
H: -3.4334 1.5167 5.6619
H: -1.9276 -0.4813 5.8133
H: -0.0713 -0.6748 4.1849
N: 2.1994 -0.6558 0.7021
C: 3.3290 -0.9029 0.7540
N: 4.6145 -1.1947 0.7954
C: 5.1164 -2.4074 0.1389
C: 5.5997 -2.0975 -1.2898
C: 5.9554 -0.6115 -1.4317
C: 6.6133 -0.0981 -0.1523
C: 5.6028 -0.1170 1.0048
H: 4.3286 -3.1563 0.1476
H: 5.9328 -2.7843 0.7557
H: 4.8335 -2.3687 -2.0168
H: 6.4781 -2.7107 -1.5011
H: 5.0510 -0.0292 -1.6272
H: 6.6143 -0.4663 -2.2874
H: 6.9818 0.9189 -0.2822
H: 7.4767 -0.7229 0.0894
H: 5.0598 0.8243 1.0593
H: 6.1002 -0.2739 1.9632
C: 0.1517 0.0503 -4.4386
Si: -1.2307 -1.1066 -3.9332
C: -0.4969 -2.5117 -2.9325
C: -2.0069 -1.8327 -5.4744
C: -2.4936 -0.1795 -2.9426
Te: -1.6268 1.0180 -1.3262
C: -3.2378 0.5779 0.0204
Si: -3.4056 -1.1755 0.6561
C: -4.5886 -1.1023 2.1068
C: -1.7634 -1.8506 1.2430
C: -4.0725 -2.4124 -0.5771
H: 0.9068 -0.4765 -5.0291
H: 0.6467 0.4760 -3.5596
H: -0.2283 0.8813 -5.0410
H: 0.3913 -2.9093 -3.4331
H: -1.2109 -3.3336 -2.8238
H: -0.2018 -2.1805 -1.9319
H: -1.2682 -2.3905 -6.0581
H: -2.4235 -1.0525 -6.1177
H: -2.8175 -2.5200 -5.2147
H: -3.2233 -0.8665 -2.5183
H: -3.0377 0.5166 -3.5864
H: -4.1605 0.8982 -0.4706
H: -3.0701 1.2570 0.8622
H: -4.2145 -0.4212 2.8774
H: -4.7302 -2.0867 2.5625
H: -5.5692 -0.7366 1.7869
H: -1.3320 -1.2105 2.0153
H: -1.0490 -1.9498 0.4193
H: -1.9036 -2.8447 1.6773
H: -4.9959 -2.0767 -1.0590
H: -4.2947 -3.3420 -0.0443
H: -3.3412 -2.6379 -1.3556

Entry 3:
The molecule C25H38N2O4, computed with ωB97M-V with the def2-TZVPD basis set.

As for the gap between HOMO and LUMO: 8.9 eV. The value obtained for the lowest unoccupied orbital energy is 0.021 Eh. The largest force on an atom is 0.8 eV/Å. Its energy is -37713.546 eV. As for the structure (SMILES): COc1cc(C(=O)NC2CC(C)(C)CC(C)(C)C2)ccc1OC1CCN(C(C)=O)CC1.

Positions of all 69 atoms, in Å:
C: -2.1472 -4.0467 -1.4115
O: -2.6238 -2.9812 -0.6252
C: -1.7121 -2.2322 0.0543
C: -0.3435 -2.3972 -0.0051
C: 0.5166 -1.5679 0.7168
C: 1.9785 -1.8345 0.5754
O: 2.4091 -2.9263 0.2466
N: 2.7803 -0.7729 0.8047
C: 4.2266 -0.8666 0.7488
C: 4.7654 -1.0010 -0.6816
C: 4.7277 0.2831 -1.5186
C: 5.6141 0.0734 -2.7562
C: 3.3114 0.5652 -2.0306
C: 5.3342 1.4507 -0.7183
C: 4.8708 1.6479 0.7346
C: 5.8866 2.5661 1.4334
C: 3.5160 2.3608 0.8107
C: 4.8806 0.3019 1.4807
C: -0.0198 -0.5810 1.5267
C: -1.3942 -0.4070 1.6013
C: -2.2536 -1.2112 0.8713
O: -3.6094 -1.1455 0.8753
C: -4.2755 -0.0581 1.4926
C: -4.1230 1.2326 0.6754
C: -4.7779 1.0620 -0.6956
N: -6.1694 0.6917 -0.5454
C: -7.1362 1.5894 -0.8524
C: -8.5685 1.1648 -0.5966
O: -6.8697 2.6741 -1.3353
C: -6.3352 -0.5599 0.1527
C: -5.7542 -0.4517 1.5661
H: -1.5091 -3.6906 -2.2268
H: -3.0331 -4.5231 -1.8285
H: -1.5925 -4.7731 -0.8099
H: 0.1093 -3.1682 -0.6075
H: 2.3808 0.1029 1.0916
H: 4.4871 -1.8005 1.2687
H: 5.8027 -1.3330 -0.6004
H: 4.2041 -1.7894 -1.1841
H: 5.5901 0.9551 -3.3932
H: 5.2620 -0.7774 -3.3350
H: 6.6474 -0.1151 -2.4728
H: 2.5638 0.4807 -1.2503
H: 3.2533 1.5593 -2.4696
H: 3.0531 -0.1600 -2.8000
H: 6.4139 1.2834 -0.6862
H: 5.1702 2.3803 -1.2682
H: 6.8780 2.1188 1.4451
H: 5.9526 3.5224 0.9192
H: 5.5856 2.7518 2.4624
H: 2.7554 1.8839 0.2043
H: 3.6226 3.3817 0.4480
H: 3.1705 2.4106 1.8427
H: 5.9228 0.0236 1.6512
H: 4.4139 0.4232 2.4616
H: 0.6088 0.0494 2.1384
H: -1.7838 0.3626 2.2489
H: -3.8916 0.0899 2.5133
H: -4.6032 2.0513 1.2136
H: -3.0678 1.4738 0.5425
H: -4.2616 0.2732 -1.2525
H: -4.7390 1.9950 -1.2597
H: -8.8099 0.2638 -1.1556
H: -8.7385 0.9886 0.4632
H: -9.2181 1.9702 -0.9281
H: -5.7801 -1.3340 -0.3882
H: -7.3835 -0.8465 0.1967
H: -6.2942 0.3048 2.1377
H: -5.8463 -1.4125 2.0724

Entry 4:
A structure of composition C25H38P2W in a non-equilibrium geometry, computed with ωB97M-V with the def2-TZVPD basis set.

As for the gap between HOMO and LUMO (spin up / spin down): 7.3 / 3.9 eV. The value obtained for the lowest unoccupied orbital energy (spin up / spin down) is -0.232 / -0.345 Eh. The expectation value of S² is 2.107. The spin multiplicity is 3. The largest force on an atom is 4.4 eV/Å. Its charge is +2. Its energy is -46921.377 eV.

Positions of all 66 atoms, in Å:
P: -0.3659 -2.2284 -3.4056
P: 2.3898 -1.9393 -2.0298
C: 1.1356 -2.7972 -4.3948
C: 2.2612 -3.1779 -3.4624
H: 1.4087 -1.9957 -5.1035
H: 0.8434 -3.6728 -4.9937
H: 2.1486 -4.1953 -3.0470
H: 3.2082 -3.1759 -4.0240
C: 3.6329 -0.9367 -2.9984
H: 4.1415 -0.2289 -2.3269
H: 3.1262 -0.4061 -3.8197
H: 4.3887 -1.6155 -3.4253
C: 3.6352 -3.0806 -1.2651
H: 4.4192 -3.3113 -1.9999
H: 3.1403 -4.0199 -0.9758
H: 4.0975 -2.6064 -0.3876
C: -1.1864 -1.7236 -4.9736
H: -2.2356 -1.4612 -4.7802
H: -1.1437 -2.5679 -5.6747
H: -0.6418 -0.8695 -5.4029
C: -1.0332 -3.9695 -3.3710
H: -0.4145 -4.5981 -2.7111
H: -0.9871 -4.3725 -4.3957
H: -2.0848 -3.9657 -3.0443
W: -1.1671 1.1665 1.1124
C: 0.4963 -0.0860 1.3324
C: 0.8573 1.0354 0.4420
C: 0.7956 0.9794 -1.0538
C: -0.5544 1.4327 -1.6488
C: -1.7724 1.0178 -0.8718
C: -1.9813 -0.2931 -0.2222
C: -1.0039 -1.4217 -0.2666
C: 0.0193 -1.4384 0.8828
C: -3.1160 1.5068 1.7296
H: 0.9637 -0.0375 2.3165
H: 1.5125 1.7849 0.8921
H: 1.1029 -0.0189 -1.4260
H: 1.5908 1.6582 -1.4466
H: -0.5483 2.5266 -1.7286
H: -0.6872 1.0959 -2.6968
H: -2.7094 1.5231 -1.1263
H: -3.0265 -0.5571 -0.0571
H: -0.5072 -1.4532 -1.2599
H: -1.5983 -2.3684 -0.2381
H: -0.4491 -1.9568 1.7247
H: 0.9048 -2.0635 0.6436
H: -3.1801 1.3298 2.8059
H: -3.8924 0.9750 1.1812
H: -3.2147 2.5903 1.5533
C: -1.5756 2.4942 6.8581
C: -1.8123 1.3536 6.0660
C: -1.4366 1.3487 4.7195
C: -0.8800 2.4872 4.1012
C: -0.5825 2.5940 2.6832
C: 0.0241 3.7558 2.1755
C: 0.3157 4.8538 3.0258
C: -0.0040 4.7949 4.3648
C: -0.6104 3.6419 4.9242
C: -0.9615 3.5973 6.2939
H: -1.8619 2.4963 7.9086
H: -2.2759 0.4779 6.5118
H: -1.5792 0.4318 4.1343
H: 0.2501 3.8151 1.1149
H: 0.7925 5.7477 2.6167
H: 0.2061 5.6253 5.0404
H: -0.7277 4.4725 6.9003

Entry 5:
A structure of composition C25H39AsIN2O2STa in a non-equilibrium geometry, computed with ωB97M-V with the def2-TZVPD basis set.

As for the gap between HOMO and LUMO: 3.0 eV. The value obtained for the lowest unoccupied orbital energy is -0.515 Eh. The largest force on an atom is 5.0 eV/Å. Its charge is +4. Its energy is -114918.024 eV.

Positions of all 72 atoms, in Å:
Ta: 1.0495 -1.0648 -3.3543
C: 5.9141 -3.6069 -1.9556
C: 4.9418 -2.8167 -2.8131
As: 3.6292 -1.5126 -2.0123
C: 3.4085 -2.4538 0.2145
C: 2.3919 -1.4808 0.6769
C: 4.2963 0.2280 -1.6734
C: 4.0072 1.0674 -2.9349
H: 6.5021 -4.2018 -2.6999
H: 5.5094 -4.3323 -1.2489
H: 6.5766 -2.9535 -1.3924
H: 4.3079 -3.4806 -3.3813
H: 5.4403 -2.2166 -3.6402
H: 4.5122 -2.2412 0.2415
H: 3.0545 -3.4950 -0.0520
H: 2.7166 -0.4634 0.9108
H: 2.0191 -1.9089 1.6348
H: 1.3897 -1.4901 0.1389
H: 5.3686 0.1365 -1.4034
H: 3.8031 0.5246 -0.7680
H: 4.3341 0.6370 -3.8685
H: 4.6236 1.9516 -2.8761
H: 2.9623 1.3929 -3.1566
O: 0.1898 -0.6100 -1.9661
S: -4.1394 -1.9466 7.3390
C: -2.8606 -0.9268 7.6968
C: -2.7115 0.4870 7.7200
C: -1.5618 1.0796 8.1641
C: -0.5355 0.2921 8.6751
C: -0.6170 -1.0755 8.7893
C: -1.7504 -1.6891 8.3464
C: -5.3994 -1.1775 6.4901
C: -5.5871 0.1667 6.0978
C: -6.6828 0.5334 5.3924
C: -7.5810 -0.4840 4.9969
C: -7.5463 -1.7919 5.4792
C: -6.4328 -2.1429 6.2475
H: -3.4604 1.1590 7.3333
H: -1.4051 2.1278 8.0402
H: 0.3792 0.7959 8.9794
H: 0.1751 -1.7278 9.1824
H: -1.8714 -2.7456 8.4373
H: -4.9264 0.9461 6.3694
H: -6.7906 1.5318 5.0546
H: -8.2299 -0.2610 4.1983
H: -8.2452 -2.4955 5.1837
H: -6.3882 -3.2554 6.3250
C: 1.4677 1.5000 -6.9963
N: 0.8231 2.3844 -5.9058
C: 0.6218 3.7946 -6.2714
C: 0.2891 4.6501 -5.0474
C: -0.6471 3.9681 -4.1361
N: -0.4955 2.4740 -4.0250
C: -1.3742 1.7724 -3.0531
C: 0.3494 1.7584 -4.8134
O: 0.7668 0.5571 -4.5567
H: 2.5591 1.9377 -7.1607
H: 0.8638 1.7085 -7.8621
H: 1.4536 0.4590 -6.8675
H: -0.1029 3.7173 -7.0642
H: 1.5372 4.0055 -6.8273
H: -0.1269 5.6093 -5.3691
H: 1.2389 4.8074 -4.4699
H: -1.6950 4.2805 -4.3328
H: -0.5010 4.5343 -3.1905
H: -1.5868 0.7566 -3.4257
H: -2.3452 2.2487 -3.2693
H: -1.0485 1.7576 -2.0177
I: 0.9017 -3.9756 -3.2311
C: -0.2734 -2.4607 -4.2089
H: -1.2801 -2.5663 -3.7802
H: -0.1752 -2.6874 -5.2764

Entry 6:
The ion C25H39BN3O5 with charge +1 in a non-equilibrium geometry, computed with ωB97M-V with the def2-TZVPD basis set.

As for the gap between HOMO and LUMO: 8.0 eV. The value obtained for the lowest unoccupied orbital energy is -0.146 Eh. The largest force on an atom is 5.6 eV/Å. Its charge is +1. Its energy is -41928.284 eV. As for the structure (SMILES): CCCCCCCCCCc1c(CCOC(C)=O)c(O)c(N)[n+](CB(O)O)c1-c1cccnc1.

Positions of all 73 atoms, in Å:
C: 4.4323 -1.3806 2.4018
C: 5.7612 -0.8903 1.6422
C: 5.6300 0.5745 0.9658
C: 5.4364 0.3278 -0.6352
C: 3.9418 -0.2836 -0.8042
C: 3.4485 -0.2121 -2.3454
C: 2.0860 0.6621 -2.4243
C: 0.8542 -0.0174 -1.6165
C: -0.4043 -0.3809 -2.5802
C: -1.6834 0.5612 -2.3559
C: -2.4621 0.3250 -0.9880
C: -3.0441 -1.0666 -0.5686
C: -2.8793 -2.3981 -1.4410
C: -1.9464 -3.4776 -0.6796
O: -0.5380 -3.1271 -0.6967
C: 0.3015 -4.2465 -0.4239
C: 0.3053 -5.6242 -1.2372
O: 1.1323 -4.0996 0.5190
C: -3.8438 -1.2218 0.7742
O: -4.3949 -2.5045 1.0946
C: -4.0051 0.0510 1.6503
N: -4.8020 -0.1077 2.9005
N: -3.4334 1.3382 1.2737
C: -3.6933 2.4613 2.2324
B: -2.6393 2.3978 3.5053
O: -1.2865 2.0060 3.2191
O: -3.1328 2.7034 4.8338
C: -2.6872 1.4994 0.0252
C: -2.0661 2.9390 -0.3330
C: -0.5298 3.2279 -0.1070
C: -0.1752 4.7020 -0.4764
C: -1.1629 5.7695 -0.9826
N: -2.5289 5.4459 -1.1945
C: -2.8984 4.1196 -0.8676
H: 4.5656 -1.2067 3.5267
H: 4.3020 -2.5219 2.2566
H: 3.4621 -0.9139 1.9960
H: 5.9750 -1.6325 0.7823
H: 6.6809 -0.8486 2.3292
H: 6.4887 1.2837 1.2077
H: 4.6141 1.0030 1.3219
H: 6.1979 -0.4372 -1.0046
H: 5.5220 1.3196 -1.2256
H: 3.2228 0.3853 -0.1984
H: 3.8765 -1.3788 -0.4714
H: 3.3638 -1.2307 -2.8559
H: 4.2407 0.4192 -2.9079
H: 2.2812 1.7186 -1.9973
H: 1.8728 0.8127 -3.5395
H: 0.5493 0.5784 -0.6911
H: 1.2582 -1.0418 -1.2588
H: -0.0299 -0.1617 -3.6542
H: -0.6143 -1.5001 -2.5486
H: -1.3499 1.6377 -2.5394
H: -2.4268 0.3167 -3.2112
H: -3.9302 -2.8813 -1.4785
H: -2.5758 -2.2195 -2.5236
H: -2.1730 -4.5042 -1.1677
H: -2.2374 -3.6106 0.4290
H: -0.4230 -6.3333 -0.6912
H: -0.1229 -5.4703 -2.3014
H: 1.3364 -6.1046 -1.3230
H: -4.2431 -2.7053 2.0543
H: -5.0935 -1.0867 3.0203
H: -5.6706 0.4315 2.6890
H: -4.7497 2.4156 2.7007
H: -3.6123 3.5002 1.7607
H: -0.8328 1.8037 4.0765
H: -3.1308 1.8845 5.3883
H: 0.2062 2.4632 0.2959
H: 0.9161 5.0321 -0.3221
H: -0.7893 6.8296 -1.1887
H: -4.0193 3.8813 -1.0156